1.
# C22H63N9O7

7 unconnected molecules or ions with the total composition C22H63N9O7 at a distorted geometry (ωB97M-V with the def2-TZVPD basis set, the OMol25 dataset).

Its charge is 0. As for the LUMO energy: 0.08 eV. As for the multiplicity: 1.

CARTESIAN COORDINATES (ANGSTROEM)
C (2.682, -2.151, -3.346)
O (3.922, -2.699, -2.967)
C (4.894, -2.853, -3.970)
C (6.213, -3.306, -3.317)
C (7.365, -3.360, -4.333)
N (6.134, -4.560, -2.579)
H (2.755, -1.339, -4.084)
H (2.211, -1.695, -2.479)
H (2.116, -2.929, -3.866)
H (4.679, -3.715, -4.618)
H (5.015, -1.947, -4.565)
H (6.512, -2.445, -2.693)
H (8.288, -3.574, -3.789)
H (7.559, -2.507, -4.979)
H (7.205, -4.236, -4.972)
H (7.076, -4.549, -2.169)
H (5.631, -4.407, -1.703)
C (-4.390, 2.989, 1.917)
O (-4.450, 3.037, 3.348)
C (-4.285, 4.331, 3.934)
C (-5.192, 5.426, 3.326)
C (-4.702, 6.808, 3.803)
N (-6.587, 5.207, 3.781)
H (-4.413, 1.914, 1.756)
H (-3.466, 3.431, 1.536)
H (-5.266, 3.512, 1.533)
H (-4.442, 4.148, 4.999)
H (-3.229, 4.635, 3.890)
H (-5.059, 5.412, 2.244)
H (-5.298, 7.519, 3.234)
H (-3.641, 6.920, 3.577)
H (-4.823, 6.957, 4.875)
H (-6.815, 4.260, 3.473)
H (-6.431, 5.065, 4.778)
C (0.246, -2.707, 0.677)
O (1.136, -3.131, 1.712)
C (0.516, -2.811, 2.962)
C (1.411, -3.254, 4.102)
C (1.478, -4.751, 4.315)
N (1.194, -2.512, 5.342)
H (0.741, -2.676, -0.292)
H (-0.275, -1.765, 0.857)
H (-0.508, -3.504, 0.654)
H (0.250, -1.753, 3.043)
H (-0.391, -3.432, 3.031)
H (2.393, -2.886, 3.778)
H (2.047, -4.965, 5.216)
H (1.866, -5.323, 3.472)
H (0.468, -5.164, 4.421)
H (0.206, -2.351, 5.535)
H (1.550, -1.564, 5.385)
C (1.137, 1.678, -3.131)
O (-0.095, 1.227, -2.638)
C (-0.137, 1.067, -1.208)
C (-1.546, 0.902, -0.747)
C (-1.631, 0.962, 0.784)
N (-2.072, -0.384, -1.275)
H (1.072, 1.679, -4.222)
H (1.954, 0.978, -2.914)
H (1.385, 2.684, -2.781)
H (0.563, 0.250, -1.012)
H (0.301, 1.938, -0.702)
H (-2.282, 1.609, -1.140)
H (-1.530, 1.963, 1.191)
H (-0.949, 0.256, 1.271)
H (-2.553, 0.462, 1.096)
H (-1.341, -0.949, -1.704)
H (-2.607, -0.231, -2.129)
C (4.452, 0.901, -1.472)
O (3.491, 0.279, -0.619)
C (3.195, 1.176, 0.476)
C (2.289, 0.430, 1.427)
C (1.865, 1.266, 2.622)
N (3.002, -0.778, 1.851)
H (5.419, 0.940, -0.968)
H (4.018, 1.862, -1.766)
H (4.542, 0.292, -2.371)
H (4.165, 1.487, 0.868)
H (2.672, 2.021, 0.012)
H (1.316, 0.107, 1.037)
H (2.689, 1.653, 3.223)
H (1.175, 0.723, 3.275)
H (1.234, 2.112, 2.328)
H (3.462, -1.294, 1.112)
H (2.309, -1.436, 2.193)
N (-5.039, -0.448, -0.928)
C (-5.408, -1.437, -0.063)
N (-4.346, -2.072, 0.527)
O (-6.557, -1.814, 0.142)
H (-5.769, -0.028, -1.472)
H (-4.073, -0.163, -0.996)
H (-3.440, -1.977, 0.095)
H (-4.534, -2.691, 1.288)
N (-2.018, 0.487, -4.599)
C (-3.129, 0.652, -5.376)
N (-3.843, 1.778, -5.139)
O (-3.525, -0.258, -6.110)
H (-1.332, -0.184, -4.883)
H (-1.879, 1.167, -3.876)
H (-3.469, 2.598, -4.706)
H (-4.708, 1.809, -5.654)

Atoms 1-3, force components in eV/Å:
C 0.4 -0.1 -1.0
O 0.2 0.5 0.6
C 0.5 -1.7 0.1

Results of the Löwdin charge analysis, in e, for atoms 1 through 99: -0.11 -0.19 -0.21 -0.47 -0.07 0.05 0.08 0.07 0.09 0.13 0.12 0.13 0.07 0.08 0.08 0.08 0.08 -0.10 -0.20 -0.21 -0.44 -0.07 0.04 0.08 0.08 0.08 0.13 0.12 0.12 0.08 0.07 0.08 0.07 0.07 -0.09 -0.20 -0.22 -0.45 -0.05 0.04 0.09 0.06 0.09 0.11 0.13 0.13 0.08 0.08 0.08 0.07 0.07 -0.10 -0.22 -0.19 -0.38 -0.05 0.04 0.09 0.07 0.10 0.12 0.13 0.14 0.08 0.05 0.07 0.09 0.06 -0.10 -0.23 -0.18 -0.44 -0.06 0.07 0.09 0.08 0.08 0.13 0.12 0.09 0.08 0.07 0.07 0.08 0.03 0.16 -0.68 0.14 0.01 0.10 0.03 0.06 0.10 0.15 -0.68 0.15 0.01 0.11 0.06

=====

2.
# C22H65FN3O15PS

14 unconnected molecules or ions with the total composition C22H65FN3O15PS at a distorted geometry (ωB97M-V with the def2-TZVPD basis set, the OMol25 dataset).

Its charge is 0. As for the LUMO energy: 0.09 eV. As for the multiplicity: 1.

CARTESIAN COORDINATES (ANGSTROEM)
C (0.547, -1.136, 1.114)
C (-0.460, -1.582, 0.043)
O (-0.401, -1.056, -1.035)
O (-1.415, -2.566, 0.191)
C (-1.852, -2.708, 1.557)
C (-3.354, -3.154, 1.528)
C (-4.339, -2.027, 1.956)
C (-4.990, -1.249, 0.796)
F (-6.052, -0.531, 1.345)
C (-5.619, -2.180, -0.238)
N (-5.854, -2.985, -1.020)
C (-4.056, -0.243, 0.022)
S (-2.668, 0.457, 0.985)
C (-3.515, -0.913, -1.227)
N (-3.168, -1.347, -2.230)
P (-5.133, 1.196, -0.636)
N (-5.464, 2.305, 0.440)
H (0.351, -0.062, 1.277)
H (0.474, -1.662, 2.075)
H (1.562, -1.212, 0.697)
H (-1.278, -3.502, 2.092)
H (-1.756, -1.795, 2.161)
H (-3.444, -3.966, 2.273)
H (-3.570, -3.611, 0.549)
H (-3.868, -1.378, 2.713)
H (-5.179, -2.512, 2.491)
H (-3.172, 0.873, 2.190)
H (-6.304, 0.583, -1.161)
H (-4.363, 1.750, -1.690)
H (-5.056, 2.033, 1.332)
C (-3.086, 5.724, 1.064)
O (-3.349, 4.498, 1.740)
H (-2.189, 6.171, 1.490)
H (-2.923, 5.539, 0.003)
H (-3.927, 6.411, 1.194)
H (-4.145, 4.117, 1.349)
C (-2.349, -5.192, -1.904)
O (-2.100, -5.676, -0.589)
H (-2.710, -6.019, -2.512)
H (-3.111, -4.408, -1.875)
H (-1.428, -4.797, -2.341)
H (-1.784, -4.927, -0.069)
C (-1.833, 7.602, -2.607)
O (-1.575, 7.185, -1.269)
H (-2.247, 6.758, -3.154)
H (-2.554, 8.424, -2.616)
H (-0.906, 7.922, -3.090)
H (-1.211, 7.940, -0.800)
C (-0.066, -4.572, 4.849)
O (-1.222, -4.260, 4.072)
H (0.760, -3.958, 4.497)
H (-0.250, -4.354, 5.903)
H (0.194, -5.626, 4.732)
H (-1.941, -4.808, 4.398)
C (-9.424, -1.221, 2.084)
O (-8.489, -0.928, 3.115)
H (-10.358, -1.535, 2.546)
H (-9.608, -0.331, 1.476)
H (-9.049, -2.029, 1.449)
H (-7.673, -0.653, 2.689)
C (2.972, 2.320, 1.477)
O (2.772, 1.097, 0.780)
H (2.800, 2.144, 2.539)
H (3.997, 2.675, 1.337)
H (2.270, 3.078, 1.118)
H (2.930, 1.272, -0.153)
C (3.080, -3.436, -0.541)
O (3.942, -3.129, 0.553)
H (2.144, -3.826, -0.149)
H (2.879, -2.528, -1.120)
H (3.541, -4.190, -1.181)
H (4.761, -2.786, 0.186)
C (-0.405, 2.547, -1.876)
O (0.898, 2.148, -1.459)
H (-0.375, 3.596, -2.166)
H (-0.721, 1.944, -2.732)
H (-1.110, 2.422, -1.050)
H (0.841, 1.217, -1.209)
C (5.004, 0.753, -2.521)
O (5.247, 0.291, -1.190)
H (4.660, -0.087, -3.121)
H (4.233, 1.529, -2.512)
H (5.924, 1.151, -2.954)
H (5.550, 1.044, -0.677)
C (7.684, 3.406, -4.208)
O (7.487, 2.078, -4.675)
H (6.734, 3.789, -3.841)
H (8.414, 3.410, -3.394)
H (8.038, 4.039, -5.025)
H (8.336, 1.760, -4.994)
C (0.440, 1.278, 5.188)
O (0.502, 0.356, 4.103)
H (0.054, 0.754, 6.059)
H (1.438, 1.663, 5.415)
H (-0.229, 2.107, 4.943)
H (0.845, 0.832, 3.340)
C (1.112, -7.265, -0.724)
O (2.268, -6.474, -0.477)
H (0.924, -7.282, -1.795)
H (1.270, -8.288, -0.370)
H (0.254, -6.821, -0.216)
H (2.411, -6.468, 0.473)
C (11.252, 4.840, -4.510)
O (11.062, 3.508, -4.980)
H (10.298, 5.214, -4.146)
H (11.977, 4.852, -3.693)
H (11.602, 5.481, -5.323)
H (11.911, 3.192, -5.298)

Atoms 1-3, force components in eV/Å:
C -0.7 -0.4 0.3
C 0.6 0.2 -0.8
O 0.1 0.1 -0.3

Results of the Löwdin charge analysis, in e, for atoms 1 through 99: 0.01 -0.54 0.08 -0.05 -0.20 -0.11 -0.11 -0.45 -0.02 -0.14 0.22 -0.71 0.88 -0.31 0.24 0.77 -0.30 0.07 0.08 0.08 0.11 0.09 0.12 0.10 0.11 0.14 -0.06 0.03 0.03 -0.05 -0.16 -0.15 0.07 0.06 0.08 0.02 -0.14 -0.14 0.08 0.06 0.08 0.04 -0.15 -0.14 0.08 0.08 0.08 0.08 -0.13 -0.15 0.08 0.08 0.08 0.08 -0.16 -0.13 0.08 0.08 0.07 0.04 -0.14 -0.14 0.07 0.08 0.08 0.05 -0.16 -0.13 0.06 0.08 0.07 0.07 -0.14 -0.14 0.08 0.08 0.05 0.05 -0.13 -0.14 0.08 0.07 0.06 0.07 -0.17 -0.13 0.08 0.07 0.07 0.07 -0.15 -0.14 0.08 0.08 0.08 0.05 -0.15 -0.14 0.08

=====

3.
# C22H65N7O9

9 unconnected molecules or ions with the total composition C22H65N7O9 at a distorted geometry (ωB97M-V with the def2-TZVPD basis set, the OMol25 dataset).

Its charge is 0. As for the LUMO energy: 0.08 eV. As for the multiplicity: 1.

CARTESIAN COORDINATES (ANGSTROEM)
C (-2.391, 4.986, 4.930)
O (-3.345, 4.642, 5.886)
C (-4.016, 5.831, 6.298)
C (-5.089, 5.456, 7.323)
C (-5.910, 6.532, 7.875)
N (-4.529, 4.674, 8.405)
H (-1.638, 5.709, 5.244)
H (-2.963, 5.124, 4.012)
H (-1.800, 4.076, 4.822)
H (-3.242, 6.464, 6.732)
H (-4.401, 6.305, 5.395)
H (-5.761, 4.789, 6.782)
H (-6.477, 7.125, 7.157)
H (-5.234, 7.155, 8.460)
H (-6.616, 6.102, 8.586)
H (-5.216, 4.053, 8.808)
H (-3.897, 4.149, 7.818)
C (3.336, -2.726, 4.534)
O (2.868, -1.711, 5.362)
C (2.868, -2.016, 6.783)
C (3.456, -0.843, 7.520)
C (3.967, -1.114, 8.908)
N (2.527, 0.258, 7.548)
H (3.316, -2.578, 3.455)
H (2.744, -3.619, 4.735)
H (4.391, -2.920, 4.731)
H (1.929, -2.264, 7.278)
H (3.559, -2.843, 6.949)
H (4.312, -0.440, 6.978)
H (3.337, -1.895, 9.335)
H (3.940, -0.183, 9.473)
H (4.909, -1.585, 8.630)
H (2.858, 1.203, 7.411)
H (2.020, 0.083, 6.692)
C (-2.307, 3.791, -10.790)
O (-2.640, 4.934, -10.013)
C (-1.823, 5.290, -8.853)
C (-1.991, 4.174, -7.672)
C (-3.453, 4.075, -7.165)
N (-1.069, 4.460, -6.604)
H (-1.338, 3.948, -11.263)
H (-2.975, 3.493, -11.598)
H (-2.386, 2.915, -10.145)
H (-0.771, 5.347, -9.134)
H (-2.250, 6.250, -8.563)
H (-1.748, 3.214, -8.127)
H (-4.039, 3.440, -7.829)
H (-4.103, 4.924, -6.952)
H (-3.510, 3.527, -6.224)
H (-0.937, 3.603, -6.088)
H (-0.158, 4.704, -6.965)
N (6.938, 2.700, 1.603)
C (6.400, 1.531, 1.789)
N (5.228, 1.627, 2.320)
O (6.838, 0.468, 1.454)
H (7.597, 2.782, 0.842)
H (6.329, 3.469, 1.844)
H (4.950, 2.537, 2.659)
H (4.597, 0.888, 2.592)
N (7.623, -2.436, -3.431)
C (8.553, -2.975, -4.159)
N (8.077, -3.659, -5.129)
O (9.695, -2.782, -3.947)
H (7.864, -1.981, -2.562)
H (6.637, -2.542, -3.624)
H (7.074, -3.756, -5.204)
H (8.671, -4.135, -5.792)
C (1.987, -8.066, -5.901)
C (2.999, -7.186, -5.151)
O (2.876, -5.845, -5.581)
H (1.007, -8.006, -5.428)
H (2.159, -9.131, -5.750)
H (1.925, -7.981, -6.986)
H (3.989, -7.582, -5.378)
H (2.726, -7.153, -4.097)
H (3.168, -5.853, -6.496)
C (0.410, -0.259, -1.120)
C (1.082, -1.377, -2.005)
O (0.296, -1.435, -3.187)
H (-0.051, 0.591, -1.622)
H (1.120, 0.003, -0.335)
H (-0.419, -0.774, -0.634)
H (1.071, -2.374, -1.564)
H (2.108, -1.107, -2.254)
H (0.621, -2.198, -3.671)
C (-7.466, -1.884, -2.661)
C (-6.142, -1.175, -3.003)
O (-5.045, -2.040, -2.850)
H (-7.563, -2.876, -3.102)
H (-8.327, -1.366, -3.083)
H (-7.696, -1.996, -1.602)
H (-6.001, -0.359, -2.295)
H (-5.960, -0.840, -4.024)
H (-4.262, -1.561, -3.130)
C (-3.080, -4.722, 3.722)
C (-3.258, -4.861, 2.244)
O (-4.136, -3.851, 1.855)
H (-2.416, -5.406, 4.250)
H (-4.040, -4.915, 4.201)
H (-2.892, -3.668, 3.923)
H (-3.660, -5.861, 2.078)
H (-2.367, -4.878, 1.615)
H (-4.157, -3.810, 0.896)

Atoms 1-3, force components in eV/Å:
C 0.4 -2.1 -0.3
O -0.4 0.5 1.0
C 0.2 -0.4 0.7

Results of the Löwdin charge analysis, in e, for atoms 1 through 99: -0.13 -0.21 -0.18 -0.50 -0.08 0.05 0.09 0.10 0.09 0.13 0.13 0.13 0.08 0.09 0.08 0.08 0.06 -0.13 -0.19 -0.17 -0.51 -0.06 0.03 0.09 0.09 0.09 0.14 0.12 0.13 0.08 0.08 0.08 0.07 0.06 -0.11 -0.22 -0.12 -0.42 -0.06 0.02 0.08 0.08 0.07 0.11 0.12 0.11 0.07 0.07 0.06 0.07 0.06 0.16 -0.83 0.16 0.05 0.12 0.10 0.10 0.12 0.16 -0.86 0.17 0.07 0.12 0.10 0.11 0.13 -0.10 -0.31 -0.09 0.07 0.07 0.07 0.11 0.11 0.08 -0.07 -0.30 -0.10 0.07 0.06 0.06 0.11 0.10 0.08 -0.08 -0.32 -0.10 0.07 0.07 0.07 0.10 0.11 0.08 -0.09 -0.37 -0.06 0.08 0.07

=====

4.
# C22H66N4O9

9 unconnected molecules or ions with the total composition C22H66N4O9 at a distorted geometry (ωB97M-V with the def2-TZVPD basis set, the OMol25 dataset).

Its charge is 0. As for the LUMO energy: 0.09 eV. As for the multiplicity: 1.

CARTESIAN COORDINATES (ANGSTROEM)
C (-7.292, -4.448, -2.911)
O (-6.926, -3.390, -2.053)
C (-5.530, -3.064, -2.211)
C (-5.345, -1.626, -1.685)
C (-6.172, -0.560, -2.575)
N (-3.985, -1.085, -1.694)
H (-8.376, -4.379, -2.996)
H (-7.070, -5.466, -2.591)
H (-6.888, -4.354, -3.919)
H (-4.888, -3.791, -1.714)
H (-5.224, -3.082, -3.257)
H (-5.716, -1.572, -0.661)
H (-7.225, -0.704, -2.331)
H (-6.118, -0.781, -3.641)
H (-5.874, 0.454, -2.310)
H (-3.428, -1.621, -1.044)
H (-3.599, -1.285, -2.605)
C (7.873, -6.868, -1.372)
O (7.429, -6.248, -0.195)
C (7.026, -4.902, -0.393)
C (6.621, -4.235, 0.964)
C (6.077, -2.856, 0.749)
N (7.860, -4.091, 1.796)
H (7.878, -7.937, -1.157)
H (8.814, -6.380, -1.628)
H (7.153, -6.752, -2.181)
H (7.706, -4.202, -0.877)
H (6.118, -4.897, -0.996)
H (5.937, -4.842, 1.557)
H (6.690, -2.281, 0.055)
H (6.112, -2.166, 1.592)
H (5.030, -2.795, 0.451)
H (8.225, -5.030, 1.871)
H (8.564, -3.549, 1.316)
C (0.010, 8.126, -1.506)
O (-0.539, 6.959, -2.015)
C (-0.894, 6.020, -1.038)
C (-1.286, 4.692, -1.759)
C (-2.608, 4.909, -2.427)
N (-1.505, 3.544, -0.923)
H (0.979, 7.944, -1.041)
H (-0.673, 8.621, -0.816)
H (0.160, 8.891, -2.268)
H (-0.115, 5.826, -0.300)
H (-1.737, 6.387, -0.452)
H (-0.522, 4.469, -2.504)
H (-2.586, 5.678, -3.198)
H (-3.332, 5.436, -1.806)
H (-3.103, 4.098, -2.962)
H (-2.161, 3.825, -0.208)
H (-1.984, 2.785, -1.386)
C (0.746, -1.953, 4.297)
O (-0.511, -2.605, 4.461)
C (-1.510, -1.667, 4.840)
C (-2.971, -2.325, 4.899)
C (-3.274, -2.936, 3.578)
N (-3.973, -1.282, 5.193)
H (1.424, -2.626, 3.772)
H (1.202, -1.814, 5.277)
H (0.675, -0.993, 3.786)
H (-1.276, -1.304, 5.841)
H (-1.536, -0.878, 4.088)
H (-3.077, -3.208, 5.529)
H (-2.605, -3.757, 3.317)
H (-3.297, -2.208, 2.767)
H (-4.270, -3.368, 3.674)
H (-3.974, -0.688, 4.376)
H (-3.493, -0.728, 5.889)
C (-0.307, 0.113, -5.011)
C (-0.715, -1.234, -5.619)
O (-1.738, -1.823, -4.882)
H (-0.198, 0.080, -3.927)
H (-1.063, 0.825, -5.343)
H (0.657, 0.392, -5.436)
H (0.089, -1.958, -5.753)
H (-1.085, -1.153, -6.641)
H (-1.555, -2.757, -5.010)
C (0.575, 3.320, 4.790)
C (-0.896, 3.719, 5.124)
O (-1.011, 4.096, 6.481)
H (0.871, 2.440, 5.360)
H (1.203, 4.187, 4.999)
H (0.571, 2.984, 3.753)
H (-1.536, 2.847, 4.991)
H (-1.202, 4.557, 4.497)
H (-0.486, 4.889, 6.613)
C (5.073, 4.289, -1.720)
C (3.684, 4.564, -1.145)
O (3.629, 3.984, 0.119)
H (5.187, 4.652, -2.741)
H (5.310, 3.225, -1.740)
H (5.825, 4.826, -1.142)
H (3.012, 4.023, -1.810)
H (3.416, 5.621, -1.131)
H (3.160, 3.146, 0.122)
O (-0.545, -2.570, 0.487)
H (-0.676, -3.132, 1.251)
H (0.059, -3.059, -0.071)
O (1.300, 0.732, 0.184)
H (0.978, -0.169, 0.153)
H (0.567, 1.260, -0.132)

Atoms 1-3, force components in eV/Å:
C -1.1 0.1 -0.3
O 1.5 -0.4 -0.6
C -0.6 1.0 0.4

Results of the Löwdin charge analysis, in e, for atoms 1 through 99: -0.13 -0.18 -0.20 -0.40 -0.05 0.03 0.09 0.08 0.08 0.12 0.11 0.13 0.06 0.07 0.06 0.06 0.06 -0.11 -0.19 -0.22 -0.40 -0.09 0.03 0.09 0.09 0.08 0.12 0.12 0.14 0.08 0.08 0.08 0.06 0.06 -0.13 -0.17 -0.20 -0.43 -0.10 0.03 0.09 0.09 0.09 0.12 0.12 0.14 0.07 0.08 0.08 0.07 0.07 -0.10 -0.20 -0.19 -0.43 -0.10 0.04 0.08 0.08 0.08 0.12 0.12 0.14 0.08 0.08 0.08 0.06 0.06 -0.07 -0.35 -0.08 0.07 0.07 0.07 0.11 0.11 0.08 -0.08 -0.32 -0.09 0.07 0.07 0.07 0.10 0.10 0.08 -0.10 -0.34 -0.07 0.07 0.07 0.07 0.10 0.11 0.08 -0.05 0.02 0.03 -0.06